Record 1
{
  "formula": "C4H9P",
  "method": "ωB97M-V/def2-TZVPD",
  "relative_energy_kcal_mol": 99.8,
  "energy_ev": -13576.974,
  "e_homo_ev": [-8.1, -9.0],
  "lumo_ev": [-0.1, -0.6],
  "gap_ha": [0.2957, 0.3079],
  "molar_mass_g_mol": 88.1,
  "total_charge": 0,
  "species": ["C", "C", "C", "C", "P", "H", "H", "H", "H", "H", "H", "H", "H", "H"],
  "positions_angstrom": [[0.716, 0.524, -0.678], [1.771, 1.026, -0.095], [3.056, 0.361, 0.054], [-3.237, -0.810, 0.529], [-2.557, 0.515, -0.504], [0.668, -0.434, -1.044], [-2.628, -0.437, -1.678], [1.759, 2.010, 0.503], [3.003, -0.743, 0.027], [3.373, 0.446, 1.101], [3.938, 0.955, -0.369], [-2.603, -1.781, 0.194], [-4.316, -0.991, 0.477], [-2.944, -0.639, 1.482]],
  "forces_ev_per_angstrom": [[0.40, 1.43, 1.08], [-1.11, 2.59, 1.36], [2.51, -0.36, 1.40], [1.19, -2.99, -2.81], [-0.04, -0.70, -1.91], [-0.58, -2.05, -1.22], [0.24, 1.44, 0.79], [-0.39, -1.19, -1.30], [0.42, 0.55, -1.24], [-0.38, 0.28, 0.35], [-1.21, -1.39, -0.40], [-1.85, 1.89, 0.85], [0.26, -0.02, -0.22], [0.54, 0.53, 3.27]]
}

Record 2
{
  "formula": "C2H3BrO3S",
  "method": "ωB97M-V/def2-TZVPD",
  "relative_energy_kcal_mol": 31.8,
  "energy_ev": -89140.128,
  "e_homo_ev": -10.6,
  "lumo_ev": 0.4,
  "gap_ha": 0.4039,
  "molar_mass_g_mol": 187.0,
  "total_charge": 0,
  "species": ["C", "C", "O", "O", "O", "S", "Br", "H", "H", "H"],
  "positions_angstrom": [[0.201, -1.274, -0.657], [1.181, -0.432, -0.308], [-0.315, 1.368, 1.112], [0.542, -0.559, 2.336], [-0.808, -1.175, 0.279], [0.152, -0.004, 1.108], [-2.159, 2.479, -1.368], [-1.212, 2.069, -0.459], [0.187, -2.034, -1.471], [2.230, -0.439, -0.573]],
  "forces_ev_per_angstrom": [[0.78, -0.67, -0.64], [-0.92, -0.85, 0.43], [-0.11, -1.76, -0.39], [0.18, -0.71, 1.02], [0.07, 1.02, -0.21], [0.81, 1.51, -1.13], [-1.05, 0.46, -1.12], [0.92, -0.36, 0.99], [-0.45, 0.76, 0.91], [-0.22, 0.60, 0.15]]
}

Record 3
{
  "formula": "C2H9O",
  "method": "ωB97M-V/def2-TZVPD",
  "relative_energy_kcal_mol": 40.9,
  "energy_ev": -4256.434,
  "e_homo_ev": -16.6,
  "lumo_ev": -5.4,
  "gap_ha": 0.4113,
  "molar_mass_g_mol": 49.1,
  "total_charge": 1,
  "species": ["O", "H", "H", "H", "C", "C", "H", "H", "H", "H", "H", "H"],
  "positions_angstrom": [[-0.155, -1.500, -1.982], [0.212, -2.407, -2.010], [-0.691, -1.047, 0.149], [0.002, -0.969, -2.748], [-0.397, 0.020, 0.754], [0.472, 1.341, 0.890], [0.137, -0.573, 1.536], [-1.460, 0.350, 1.198], [-0.439, 0.035, -0.480], [0.627, 1.618, 2.027], [0.312, 2.170, 0.191], [1.381, 0.962, 0.474]],
  "forces_ev_per_angstrom": [[-0.36, -0.65, 1.83], [-0.10, 0.96, -0.70], [0.81, 2.18, 0.19], [0.43, -0.24, -1.08], [-4.54, 0.63, 1.05], [1.93, 0.19, 0.54], [-0.21, -0.29, -1.05], [2.13, -1.24, -1.21], [0.36, -0.98, 1.94], [-0.67, -0.56, -2.58], [-1.10, -0.16, 0.64], [1.32, 0.16, 0.43]]
}